1.
Density functional theory data (wB97M-V/def2-TZVPD) for a molecular structure, C57H65Br2Cl11F4NO5S2 at a distorted geometry.

```
147
Properties=species:S:1:pos:R:3:forces:R:3:lowdin_charge:R:1
Br -2.802 -8.798 -2.340 1.601 -0.223 1.029 0.70
Br -2.161 -5.828 -3.097 0.552 0.486 1.578 0.76
Cl -2.727 2.216 2.322 0.085 -0.055 -0.260 0.67
Cl -3.038 -7.292 7.127 0.126 0.183 -0.023 0.69
Cl -4.141 -1.993 -6.678 0.077 -0.135 0.160 0.67
Cl -3.477 10.072 2.412 0.060 -0.182 -0.039 0.67
Cl -5.486 -3.103 -3.930 0.189 -0.181 -0.084 0.69
Cl -5.328 1.053 0.749 -0.169 0.482 0.578 0.76
Cl -1.109 -4.763 6.436 -0.131 -0.019 0.096 0.67
Cl -1.066 8.090 1.488 -0.183 -0.046 0.062 0.65
Cl 5.289 9.124 1.855 -0.183 -0.015 -0.114 0.68
Cl 4.593 -1.314 -5.256 -1.403 -0.321 -0.258 0.31
Cl 2.767 7.741 0.332 0.106 0.054 -0.013 0.70
S 1.984 1.813 -0.764 -1.382 -0.139 0.316 0.75
S 2.782 -1.721 -6.301 0.675 -2.107 -6.970 0.51
F -0.048 -8.218 -2.505 -2.551 0.733 3.704 -0.06
F -2.568 -6.454 -0.231 2.864 0.829 -2.951 -0.09
F -4.066 -1.900 0.830 0.625 -0.142 -2.967 -0.12
F -0.941 -8.724 -0.224 0.435 2.464 -3.934 -0.05
O 3.006 -1.067 -7.721 -1.099 -1.894 6.085 -0.42
O 8.531 2.883 2.787 -4.180 -3.301 -6.592 -0.01
O 1.651 -3.772 2.950 -5.753 4.774 -1.020 -0.06
O 2.566 -3.248 -6.425 0.434 5.392 1.745 -0.39
O 6.664 1.608 1.920 3.635 0.289 -1.448 -0.12
N 0.054 -2.951 -0.834 -1.412 0.481 2.827 -0.15
C -6.470 1.039 4.573 0.228 0.047 -0.252 -0.07
C 0.806 4.253 -1.980 -0.663 0.484 -0.965 -0.19
C -0.023 -2.044 1.752 -0.402 -1.292 0.944 -0.06
C 4.375 -0.345 1.001 -0.312 -0.491 0.655 -0.18
C -1.950 -7.295 5.785 0.125 -0.193 -0.279 -0.68
C 0.545 11.727 1.168 -0.250 -0.199 0.067 -0.08
C 0.490 -1.775 -4.413 0.876 0.334 0.445 -0.18
C -0.889 9.808 1.533 0.281 0.536 -0.067 -0.68
C -4.206 1.881 4.534 -0.367 -0.146 0.061 -0.10
C 1.433 -2.185 -3.089 0.552 0.664 -2.301 -0.16
C -4.174 1.749 3.142 -0.470 -0.159 0.497 -0.68
C -1.124 -6.205 5.485 0.152 -0.351 -0.441 -0.68
C -5.295 1.255 2.465 -0.230 0.042 0.569 -0.65
C 6.100 6.608 2.300 -0.191 -0.409 -0.136 -0.10
C 0.918 0.827 0.479 -1.746 0.707 0.336 -0.40
C 7.019 0.216 1.598 -0.302 -2.118 0.896 -0.20
C -1.725 12.045 1.933 0.444 0.014 -0.147 -0.11
C 3.930 5.422 1.010 0.359 -0.070 0.197 -0.11
C -0.100 -5.708 -0.804 0.147 -1.734 -0.029 -0.13
C 4.919 4.624 1.588 -0.110 0.322 -0.073 -0.08
C -0.491 12.577 1.554 -0.138 -0.304 0.032 -0.08
C 7.914 2.364 1.722 3.101 2.622 4.692 -0.32
C -5.604 -1.340 -6.032 -0.409 0.326 0.031 -0.69
C 0.332 -0.502 -0.238 -2.113 0.325 -1.067 -0.28
C 0.649 2.625 -1.864 -1.562 0.684 0.018 -0.52
C -4.030 -2.112 -0.649 -1.233 -1.374 -1.064 -0.27
C -0.237 -7.407 3.576 -0.238 0.132 0.276 -0.09
C -7.984 -0.213 -5.088 0.267 -0.173 -0.024 -0.07
C -5.352 1.526 5.248 0.087 -0.004 -0.312 -0.07
C 0.639 -2.918 2.949 3.759 -2.761 1.249 -0.13
C 5.110 7.411 1.725 0.159 -0.393 0.097 -0.68
C -7.376 -1.256 -4.385 -0.031 0.299 -0.288 -0.11
C -1.118 -8.005 -1.505 -1.332 -1.324 -0.608 -0.63
C -1.318 -0.643 -0.341 1.793 -0.267 -1.315 -0.07
C 8.556 2.636 0.226 -0.611 -0.319 0.205 -0.01
C -0.271 -6.264 4.378 -0.122 -0.348 -0.160 -0.11
C -6.214 -0.293 -6.731 -0.346 0.070 0.264 -0.10
C 0.709 -2.050 0.270 2.169 5.202 -0.381 -0.25
C -1.055 -8.494 3.879 -0.083 0.180 0.193 -0.08
C -6.442 0.902 3.184 0.157 0.090 0.400 -0.10
C -1.505 -6.382 -1.295 1.103 -2.134 1.459 -0.65
C 6.005 5.216 2.230 -0.113 0.228 -0.063 -0.07
C 4.023 6.816 1.075 0.282 -0.475 0.159 -0.67
C 5.711 -0.723 1.910 0.021 0.512 -0.079 -0.17
C 3.190 -1.445 1.430 1.349 -0.450 0.617 -0.19
C -2.689 -2.926 -1.175 -1.194 -0.503 -0.073 -0.11
C -1.268 -2.162 -1.049 -2.475 2.375 -3.678 -0.17
C -1.927 10.661 1.925 0.316 0.353 -0.079 -0.69
C 0.805 -3.248 -2.083 1.620 -1.586 -2.320 -0.14
C -1.910 -8.439 4.981 0.336 0.128 -0.342 -0.10
C -0.092 -4.286 -0.084 0.271 -2.129 2.066 -0.11
C -7.402 0.269 -6.259 0.205 -0.238 0.101 -0.07
C 2.344 -2.018 0.162 0.970 -2.122 0.487 -0.10
C 0.347 10.346 1.157 -0.098 0.424 0.022 -0.11
C 1.446 -0.796 -5.373 -2.079 0.659 1.302 -0.27
C -6.186 -1.821 -4.853 -0.409 0.508 -0.169 -0.68
C -4.438 -0.798 -1.539 0.210 0.606 1.762 -0.13
H 2.357 -2.728 -3.628 -2.035 0.901 1.507 0.13
H 2.778 -1.459 -0.771 -1.529 -0.954 1.601 0.11
H 0.569 4.840 -0.978 0.799 -1.511 -2.005 0.09
H 0.275 -6.489 0.029 -0.973 1.936 -1.563 0.16
H 4.641 -0.412 -0.158 -0.674 0.227 2.487 0.12
H -2.776 -3.979 -0.680 0.487 1.958 -0.733 0.10
H 0.373 -5.422 4.135 -0.128 -0.172 0.220 0.07
H 0.040 -3.854 -2.781 1.723 1.009 1.855 0.14
H -0.039 4.605 -2.746 1.787 -0.789 1.614 0.09
H 1.160 9.691 0.854 -0.317 0.100 0.151 0.03
H -1.129 -1.785 -2.176 -0.057 -0.992 2.458 0.14
H 3.933 0.724 1.289 1.389 -2.164 -0.861 0.10
H 0.171 -2.710 4.031 0.655 -0.318 -2.338 0.15
H 4.843 3.540 1.535 -0.003 0.179 -0.003 0.09
H 3.087 4.950 0.510 0.102 0.215 0.060 0.08
H -1.980 -0.471 0.593 1.212 -0.537 -1.625 0.11
H -2.526 12.716 2.234 0.079 -0.280 -0.039 0.11
H 5.415 -0.618 3.044 0.687 -0.127 -2.207 0.13
H 7.883 -0.156 2.330 -1.776 0.910 -1.522 0.15
H 0.913 -4.331 0.566 -2.439 0.097 -1.152 0.15
H -0.338 13.654 1.559 -0.077 -0.211 0.020 0.11
H -7.318 0.519 2.666 0.268 0.102 -0.024 0.11
H -3.824 -0.739 -2.532 -1.375 -0.234 1.847 0.09
H -5.372 1.631 6.330 0.051 0.005 -0.232 0.11
H -8.911 0.222 -4.721 0.192 -0.125 -0.038 0.11
H -5.768 0.089 -7.646 0.013 -0.199 0.210 0.11
H -0.158 -0.952 2.217 0.614 -2.265 -1.314 0.16
H -1.588 0.089 -1.238 -0.007 -1.551 2.226 0.13
H -4.226 0.151 -0.846 -0.057 -2.258 -2.141 -0.02
H 6.054 -1.844 1.746 -0.847 2.276 0.147 0.13
H 0.427 -7.448 2.716 -0.057 0.021 0.178 0.10
H -1.028 -9.386 3.257 -0.042 0.154 0.155 0.11
H 7.399 0.037 0.507 -0.895 0.639 1.871 0.13
H 6.950 7.061 2.805 -0.247 0.041 -0.139 0.11
H -3.339 2.262 5.069 -0.119 -0.051 -0.249 0.11
H 1.826 4.610 -2.471 -2.085 -0.930 1.337 0.09
H -7.364 0.765 5.128 0.165 0.044 -0.158 0.11
H 1.728 -3.940 -1.759 -2.357 1.436 -0.700 0.16
H -7.873 1.083 -6.806 0.132 -0.180 0.078 0.11
H 1.427 0.694 1.519 -0.630 0.199 -2.173 0.09
H 1.881 -1.189 -2.709 -0.916 -1.809 -0.126 0.10
H -1.152 -2.443 1.716 2.425 0.865 -0.094 0.15
H 0.598 2.138 -2.939 0.369 0.958 2.212 0.08
H -0.435 -1.120 -4.128 1.717 -1.117 -0.479 0.11
H 2.681 -3.157 0.033 -0.492 2.384 0.304 0.13
H 9.730 2.798 0.303 -2.781 -0.217 0.115 0.11
H -2.908 -3.107 -2.336 0.409 0.395 2.669 0.08
H -5.606 -0.818 -1.685 2.485 0.021 -0.064 0.09
H -7.837 -1.624 -3.472 0.191 -0.041 -0.184 0.11
H -0.015 1.548 0.671 1.980 -1.620 -0.276 0.09
H 0.717 -0.290 -6.144 1.907 -1.188 1.016 0.13
H -0.417 2.436 -1.362 2.344 0.260 -0.994 0.09
H -1.063 -4.304 0.615 2.406 0.430 -1.527 0.17
H -4.920 -2.889 -0.842 2.131 1.588 0.627 0.15
H 1.913 0.077 -4.719 -0.634 -2.046 -1.488 0.12
H 0.097 -2.723 -4.980 0.973 1.841 0.973 0.13
H 6.779 4.596 2.677 -0.153 0.204 -0.016 0.09
H 1.508 12.141 0.875 -0.174 -0.137 0.050 0.11
H -2.546 -9.291 5.209 0.086 0.273 0.078 0.11
H 0.680 -5.911 -1.679 -1.861 0.765 1.750 0.15
H 8.359 1.727 -0.500 0.252 1.983 1.501 0.08
H 3.798 -2.351 1.914 -1.646 1.889 -1.031 0.12
H 2.554 -0.994 2.308 1.085 -0.880 -1.852 0.11
H 8.003 3.609 -0.187 1.305 -2.161 0.887 0.11
H 0.531 -0.225 -1.372 0.231 -1.454 2.254 0.10
```
Positions in Å, forces in eV/Å.

E_HOMO: -10.301 eV
orbital gap: 7.13 eV
energy relative to the best compared isomer or geometry (same formula, charge and spin): 342.8 kcal per mole
calculated total energy: -14047.0760 hartree
LUMO energy: -3.170 eV
total charge: +1

---

2.
Density functional theory data (wB97M-V/def2-TZVPD) for 5 unconnected molecules or ions with the total composition C25H26BN4O10P at a distorted geometry.

```
67
Properties=species:S:1:pos:R:3:forces:R:3:lowdin_charge:R:1
P -3.184 5.549 1.531 -0.990 0.529 0.394 0.82
O 5.156 -1.765 3.443 0.009 -0.262 0.079 0.04
O -3.412 5.579 -0.131 0.314 -0.462 0.008 -0.38
O -0.964 3.564 1.415 -0.123 0.332 0.046 0.03
O 0.332 -6.354 -1.064 -0.003 -0.021 -0.044 0.06
O 2.434 4.422 4.540 -0.007 -0.016 0.000 0.06
O -8.254 4.711 -5.550 0.002 0.001 0.004 0.07
O 4.036 -2.485 5.130 -0.005 -0.012 0.001 0.09
O 0.909 -4.406 -1.769 0.025 -0.002 0.010 0.08
O -9.471 3.236 -4.565 0.005 -0.003 0.003 0.07
O 3.941 3.397 5.682 0.012 0.002 -0.008 0.09
N 3.307 3.583 4.667 -0.050 0.009 0.045 -0.35
N 0.842 -5.613 -1.883 -0.045 0.016 0.018 -0.35
N -8.524 3.995 -4.607 -0.013 -0.018 -0.045 -0.35
N 4.320 -2.490 3.951 0.003 0.101 0.025 -0.34
C 3.609 2.734 3.501 0.002 -0.021 -0.040 -0.15
C 1.428 -6.223 -3.087 0.035 -0.039 -0.072 -0.15
C -5.753 4.991 -2.320 -0.002 -0.048 0.027 -0.06
C 1.961 -5.126 2.788 0.041 0.006 -0.076 -0.05
C 2.549 -7.364 -5.317 -0.007 0.007 0.012 -0.07
C 3.602 -3.425 3.072 -0.030 -0.066 -0.050 -0.15
C 3.205 2.175 1.221 0.062 -0.088 0.023 -0.06
C 3.260 -4.362 0.911 -0.049 -0.050 0.053 -0.06
C 1.349 -7.594 -3.247 -0.031 -0.169 0.030 0.00
C -7.082 3.298 -1.242 0.072 0.055 -0.041 -0.06
C 2.046 -5.407 -4.016 0.066 0.138 -0.078 0.00
C -1.931 6.881 1.745 0.104 -0.352 -0.288 -0.31
C 2.279 -5.193 1.438 0.048 0.010 0.025 -0.06
C 3.929 -3.468 1.729 0.069 0.030 -0.156 0.00
C 1.917 -8.164 -4.375 0.039 0.057 -0.050 -0.06
C -7.909 3.230 -2.351 -0.071 -0.119 0.114 -0.01
C -7.640 4.051 -3.430 0.041 0.018 0.072 -0.15
C 2.626 -4.237 3.617 -0.112 -0.078 0.110 0.00
C 4.853 0.966 2.503 -0.070 0.283 -0.209 -0.07
C -6.573 4.930 -3.436 0.117 0.113 -0.037 0.00
C 4.570 1.748 3.612 0.121 -0.107 0.074 0.01
C 4.173 1.182 1.310 -0.014 0.013 0.041 -0.06
C 2.612 -5.988 -5.139 -0.005 -0.083 -0.002 -0.06
C -6.006 4.178 -1.224 -0.166 -0.102 -0.038 -0.07
C 2.920 2.959 2.325 -0.141 0.022 -0.204 -0.01
B -2.195 3.895 1.924 0.272 -0.223 -0.046 -0.40
H -4.919 5.678 -2.299 -0.007 0.020 0.025 0.10
H 1.866 -9.235 -4.517 -0.007 -0.005 0.008 0.11
H -5.369 4.237 -0.355 -0.004 0.051 0.028 0.08
H -7.279 2.664 -0.388 -0.012 -0.004 0.000 0.11
H 2.388 -4.178 4.669 0.070 0.063 0.013 0.12
H 2.174 3.737 2.270 0.064 0.069 0.082 0.10
H -2.478 7.825 1.741 0.171 -0.021 0.095 0.03
H 4.693 -2.819 1.330 0.023 0.027 0.088 0.12
H 5.090 1.588 4.545 -0.042 0.064 0.035 0.12
H 3.103 -5.367 -5.874 -0.004 0.011 0.000 0.11
H -8.748 2.551 -2.376 -0.028 0.037 -0.084 0.12
H 4.398 0.571 0.445 0.006 0.003 -0.002 0.11
H 2.675 2.340 0.293 -0.011 0.002 0.004 0.11
H 2.087 -4.338 -3.867 -0.045 -0.009 0.081 0.12
H 1.759 -5.890 0.796 -0.046 0.015 0.012 0.08
H 5.604 0.200 2.566 0.050 -0.013 0.027 0.09
H 3.505 -4.411 -0.142 -0.006 0.021 -0.007 0.10
H -0.226 3.853 1.958 0.251 -0.148 -0.097 0.08
H -1.228 6.870 0.909 0.102 0.032 0.136 0.04
H 2.996 -7.814 -6.194 -0.006 0.000 -0.006 0.11
H -2.911 4.886 -0.576 0.167 0.203 -0.175 0.05
H -6.386 5.558 -4.294 -0.082 -0.030 -0.041 0.12
H -2.720 3.124 2.678 -0.057 0.004 0.015 0.03
H -1.394 6.759 2.689 -0.050 0.131 -0.030 0.04
H 1.194 -5.769 3.196 -0.006 0.004 0.008 0.11
H 0.856 -8.206 -2.507 -0.016 0.075 0.052 0.12
```
Positions in Å, forces in eV/Å.

SMILES string: O=[N+]([O-])c1ccccc1.O=[N+]([O-])c1ccccc1.O=[N+]([O-])c1ccccc1.O=[N+]([O-])c1ccccc1.CP(O)BO
E_HOMO: -8.432 eV
orbital gap: 7.50 eV
energy relative to the best compared isomer or geometry (same formula, charge and spin): 7.1 kcal per mole
calculated total energy: -2305.5216 hartree
LUMO energy: -0.935 eV